The following is a quantum chemistry calculation of a cluster of 12 separate species, C86H191N11O12 in total at a distorted geometry, from the OMol25 dataset.

- E_HOMO: -8.0 eV
- Relative energy (zero: lowest compared OMol25 entry of this formula, charge and spin): 0.0 kJ/mol
- Kohn-Sham gap: 8.44 eV
- DFT total energy: -4896.02470 Ha
- LUMO: 0.48 eV

Last column: Mulliken charge in e.
Positions of all 300 atoms, in Å:
C 1.05 -10.72 5.27  -2.13
C 0.94 -9.66 4.21  2.02
C 1.82 -8.41 4.57  -1.71
C 1.41 -10.19 2.85  -1.31
C 1.08 -9.35 1.66  -0.55
C -0.42 -9.20 1.63  -0.81
C -0.97 -8.57 2.93  1.42
C -0.57 -7.07 3.09  -0.58
C -2.51 -8.65 2.77  -1.89
N -0.50 -9.43 4.09  0.07
O -1.01 -8.92 5.33  -0.47
H 0.28 -11.45 5.16  0.51
H 2.03 -11.19 5.28  0.43
H 0.83 -10.27 6.26  0.39
H 2.72 -8.65 5.12  0.40
H 2.18 -7.98 3.63  0.37
H 1.26 -7.66 5.12  0.32
H 2.52 -10.23 2.96  0.33
H 1.01 -11.24 2.82  0.35
H 1.69 -8.43 1.70  0.31
H 1.43 -9.88 0.80  0.41
H -0.89 -10.18 1.43  0.44
H -0.83 -8.56 0.79  -0.01
H -1.01 -6.60 4.03  0.46
H -1.03 -6.54 2.20  -0.55
H 0.48 -6.92 3.17  0.31
H -2.80 -9.68 2.59  0.50
H -2.80 -7.99 2.01  0.17
H -3.06 -8.34 3.65  0.44
H -1.68 -9.59 5.58  0.36
C -2.93 -0.84 -0.47  -0.66
C -1.47 -0.51 -0.65  3.17
C -1.25 0.14 -2.02  -0.89
C -0.99 0.48 0.50  -0.93
C 0.56 0.47 0.69  2.15
C 1.04 -0.96 1.02  -1.76
C 0.66 -1.92 -0.13  2.32
C 1.55 -1.60 -1.32  -1.18
C 0.85 -3.39 0.34  -2.22
N -0.81 -1.83 -0.47  0.76
O -1.06 -2.58 -1.64  0.81
H -3.16 -1.47 0.38  -0.50
H -3.59 -0.01 -0.39  0.03
H -3.26 -1.41 -1.36  -0.55
H -1.67 1.18 -1.97  0.39
H -0.20 0.19 -2.20  0.04
H -1.81 -0.39 -2.80  -0.88
H -1.41 1.52 0.39  -0.02
H -1.32 0.07 1.42  -0.23
H 1.08 0.88 -0.22  -0.94
H 0.72 1.16 1.48  -0.36
H 0.51 -1.28 1.92  -0.04
H 2.07 -0.97 1.34  0.38
H 2.58 -1.53 -0.98  0.47
H 1.38 -0.61 -1.79  -0.36
H 1.38 -2.34 -2.15  0.01
H 0.39 -4.11 -0.36  0.11
H 0.43 -3.61 1.31  0.45
H 1.95 -3.56 0.30  0.40
H -1.69 -3.15 -1.20  -0.04
C -1.11 6.16 -0.62  -1.50
C 0.08 5.83 -1.56  1.95
C -0.41 5.08 -2.84  -1.52
C 0.90 7.03 -1.89  -1.27
C 2.28 6.65 -2.57  -0.81
C 3.07 5.81 -1.52  -1.78
C 2.31 4.53 -1.21  1.69
C 2.29 3.43 -2.34  -1.71
C 3.01 3.85 0.01  -1.82
N 1.03 4.97 -0.73  1.07
O 0.21 3.85 -0.45  1.06
H -0.71 6.59 0.30  0.08
H -1.86 6.79 -1.07  0.68
H -1.62 5.26 -0.32  0.06
H -1.37 5.56 -3.14  0.59
H 0.30 5.22 -3.62  0.32
H -0.54 4.00 -2.58  -0.12
H 0.33 7.67 -2.53  0.55
H 1.21 7.63 -1.03  -0.21
H 2.08 5.96 -3.38  0.40
H 2.63 7.62 -2.88  0.57
H 3.22 6.34 -0.59  0.31
H 4.02 5.55 -1.90  0.54
H 2.01 3.96 -3.24  0.44
H 1.62 2.56 -2.22  -0.27
H 3.36 3.13 -2.37  0.48
H 3.96 3.47 -0.20  0.83
H 2.35 3.11 0.50  -0.06
H 3.18 4.65 0.71  0.47
H 0.19 3.83 0.52  -0.74
C -3.40 -1.35 -5.12  -0.24
C -4.70 -0.74 -5.81  2.15
C -5.41 -1.81 -6.58  -2.19
C -5.76 -0.22 -4.76  -1.69
C -5.23 0.99 -3.95  0.68
C -4.97 2.13 -4.94  -1.66
C -3.96 1.68 -6.08  1.80
C -3.85 2.65 -7.28  -1.59
C -2.53 1.66 -5.41  -0.89
N -4.36 0.35 -6.66  0.16
O -3.47 0.08 -7.74  -0.50
H -3.59 -2.31 -4.61  0.16
H -2.61 -1.56 -5.84  0.22
H -2.97 -0.66 -4.44  -0.47
H -5.63 -2.65 -5.88  0.37
H -6.33 -1.64 -7.05  0.46
H -4.73 -2.19 -7.35  0.35
H -6.63 0.00 -5.36  0.46
H -6.03 -1.15 -4.16  0.38
H -6.05 1.30 -3.31  0.19
H -4.42 0.67 -3.32  -0.34
H -4.60 2.98 -4.39  0.50
H -5.95 2.33 -5.38  0.41
H -4.51 2.27 -8.07  0.40
H -2.80 2.64 -7.58  0.20
H -4.18 3.68 -7.03  0.41
H -1.73 1.04 -5.93  -0.59
H -2.51 1.17 -4.38  -0.61
H -2.19 2.69 -5.36  1.01
H -2.69 -0.39 -7.40  0.37
C 8.88 1.11 0.14  -2.08
C 7.63 0.27 -0.13  1.75
C 7.91 -1.20 0.31  -1.62
C 6.50 0.93 0.62  -1.25
C 5.16 0.46 0.20  0.67
C 4.95 0.68 -1.27  -0.18
C 6.04 0.01 -2.16  2.22
C 5.77 -1.56 -2.23  -1.29
C 5.93 0.50 -3.55  -2.31
N 7.37 0.40 -1.63  0.19
O 8.37 -0.23 -2.38  -0.53
H 9.70 0.56 -0.29  0.50
H 8.79 2.12 -0.22  0.47
H 9.04 1.10 1.21  0.34
H 6.99 -1.75 0.29  0.20
H 8.67 -1.64 -0.43  0.41
H 8.32 -1.19 1.30  0.46
H 6.79 0.88 1.69  -0.09
H 6.64 2.01 0.42  0.35
H 5.00 -0.60 0.49  0.09
H 4.40 1.07 0.70  0.09
H 4.91 1.74 -1.54  -0.06
H 3.98 0.17 -1.57  -0.41
H 4.99 -1.71 -3.03  0.06
H 5.41 -1.97 -1.32  0.23
H 6.66 -2.07 -2.63  0.40
H 4.93 0.46 -3.96  -0.03
H 6.50 -0.08 -4.24  0.65
H 6.35 1.52 -3.66  0.49
H 8.72 0.46 -3.03  0.36
C -7.88 1.28 1.73  -1.86
C -6.34 1.20 1.50  2.26
C -6.01 -0.30 1.54  -1.38
C -5.96 1.88 0.22  -1.09
C -6.17 3.42 0.23  -0.84
C -5.33 3.94 1.31  -1.14
C -5.68 3.32 2.69  1.63
C -4.59 3.73 3.68  -2.76
C -7.06 3.75 3.21  -1.55
N -5.57 1.86 2.56  0.89
O -5.78 1.21 3.78  -0.43
H -8.43 0.72 0.97  0.38
H -8.07 0.76 2.69  0.45
H -8.28 2.29 1.81  0.31
H -6.55 -0.93 2.24  0.42
H -6.05 -0.72 0.54  0.38
H -4.94 -0.34 1.78  -0.07
H -4.94 1.70 -0.04  -0.58
H -6.56 1.48 -0.60  0.54
H -5.92 3.75 -0.79  0.49
H -7.24 3.72 0.44  0.35
H -5.32 5.05 1.40  0.49
H -4.25 3.69 1.18  -0.08
H -3.62 3.26 3.34  -0.24
H -4.76 3.36 4.65  0.76
H -4.35 4.75 3.63  1.08
H -7.53 2.95 3.78  0.23
H -7.75 4.19 2.47  0.31
H -6.90 4.55 3.93  0.55
H -6.65 1.50 4.08  0.30
C 0.04 0.77 -8.45  -1.55
C 1.06 -0.32 -7.89  1.25
C 1.48 -1.14 -9.12  -1.78
C 2.26 0.38 -7.19  -1.39
C 3.07 -0.56 -6.33  -0.31
C 2.12 -1.24 -5.38  -1.28
C 1.00 -2.09 -6.04  2.10
C 1.49 -3.33 -6.87  -1.59
C 0.02 -2.68 -5.00  -1.59
N 0.27 -1.07 -6.83  0.77
O -0.80 -1.73 -7.37  -0.67
H -0.41 1.20 -7.56  0.13
H 0.67 1.55 -8.91  0.56
H -0.65 0.39 -9.18  0.38
H 1.64 -0.43 -9.92  0.57
H 2.36 -1.76 -8.94  0.38
H 0.70 -1.79 -9.47  0.33
H 2.85 0.76 -8.00  0.50
H 1.92 1.25 -6.59  0.25
H 3.67 -1.26 -6.96  0.35
H 3.84 -0.02 -5.78  -0.04
H 1.58 -0.47 -4.88  0.31
H 2.58 -1.82 -4.59  0.41
H 0.64 -3.75 -7.46  0.35
H 1.73 -4.11 -6.15  0.47
H 2.24 -3.06 -7.59  0.31
H -0.69 -3.30 -5.48  0.81
H -0.55 -1.87 -4.54  -0.49
H 0.55 -3.31 -4.20  0.44
H -0.44 -2.24 -8.11  0.27
C 0.08 4.80 4.80  -1.96
C -0.55 5.29 3.46  1.81
C -0.79 4.09 2.62  0.32
C -1.91 6.01 3.70  -1.11
C -1.53 7.35 4.39  -1.20
C -0.60 8.17 3.52  -1.00
C 0.75 7.48 3.11  1.46
C 1.40 8.19 1.87  -2.11
C 1.84 7.46 4.23  -1.55
N 0.29 6.17 2.61  1.22
O 1.37 5.35 2.24  -0.68
H -0.56 4.04 5.23  0.33
H 1.05 4.41 4.60  0.30
H 0.24 5.57 5.58  0.18
H -1.58 3.34 2.95  -0.56
H -1.17 4.35 1.62  -0.20
H 0.12 3.46 2.53  0.20
H -2.38 6.22 2.73  0.19
H -2.59 5.39 4.29  0.44
H -2.43 7.91 4.61  0.47
H -1.14 7.20 5.37  0.44
H -0.27 9.13 4.04  0.37
H -1.12 8.33 2.56  0.29
H 2.29 7.61 1.61  0.57
H 1.92 9.10 2.11  0.53
H 0.72 8.39 1.01  0.21
H 1.49 8.00 5.13  0.34
H 2.77 7.88 3.94  0.48
H 2.00 6.42 4.61  0.20
H 1.46 5.54 1.26  -0.08
C -2.45 -3.75 1.38  -0.36
O -2.18 -4.21 0.06  0.12
C -3.00 -5.31 -0.30  -0.12
C -2.81 -5.68 -1.84  0.98
C -3.47 -4.72 -2.78  -1.09
N -3.46 -7.03 -2.11  -0.83
H -1.81 -2.86 1.53  -0.19
H -2.03 -4.53 2.06  -0.02
H -3.52 -3.64 1.51  0.43
H -2.71 -6.20 0.31  -0.90
H -4.04 -5.12 -0.04  0.52
H -1.70 -5.77 -1.98  0.21
H -3.47 -3.64 -2.49  -0.29
H -4.49 -4.93 -2.91  0.56
H -2.95 -4.74 -3.77  0.34
H -2.85 -7.80 -1.80  0.24
H -3.43 -7.11 -3.12  0.31
C -0.36 -0.31 8.72  -0.68
O -1.61 0.04 8.08  -0.41
C -1.59 -0.47 6.76  -0.42
C -2.57 0.22 5.85  0.61
C -2.51 -0.40 4.46  -1.26
N -2.17 1.64 5.72  -0.10
H -0.50 -0.01 9.76  0.28
H 0.53 0.20 8.38  0.20
H -0.18 -1.39 8.57  0.32
H -0.56 -0.27 6.43  -0.03
H -1.73 -1.57 6.80  0.34
H -3.54 0.13 6.29  0.34
H -1.48 -0.67 4.21  0.14
H -3.10 0.04 3.67  0.31
H -2.95 -1.40 4.59  0.49
H -2.61 2.15 4.97  -0.28
H -2.39 2.15 6.54  0.30
C 7.31 1.02 4.75  -0.78
O 7.26 -0.29 4.16  -0.33
C 6.02 -0.88 4.31  -0.56
C 6.04 -2.22 3.67  1.70
C 4.60 -2.70 3.43  -1.24
N 6.82 -3.20 4.53  -0.84
H 8.30 1.48 4.44  0.25
H 7.19 1.01 5.84  0.34
H 6.64 1.72 4.26  0.25
H 5.83 -0.99 5.39  0.49
H 5.29 -0.28 3.79  0.00
H 6.46 -2.03 2.65  -0.64
H 4.47 -3.48 2.67  0.40
H 3.98 -1.83 3.13  -0.08
H 4.33 -3.09 4.41  0.51
H 7.76 -2.93 4.48  0.26
H 6.83 -4.13 4.14  0.27
C 2.67 2.02 4.20  -0.44
C 1.36 1.76 4.88  0.06
O 1.36 0.40 5.30  -0.65
H 2.64 1.30 3.36  -0.32
H 3.49 1.79 4.91  0.40
H 2.78 3.04 3.83  0.16
H 0.52 1.98 4.21  0.00
H 1.23 2.38 5.79  0.43
H 0.93 -0.17 4.68  0.20